[1]
Below is C16H34CoF6N2O6 as an isolated structure at a distorted geometry, with properties calculated with the ωB97M-V functional and the def2-TZVPD basis.

Calculated values
Electronic energy = -86340.17826 eV
Energy relative to the best compared isomer or geometry (same formula, charge and spin) = 125.4 kJ/mol
Spin multiplicity = 4
Expectation value of S² = 3.756
Lowest unoccupied orbital energy (spin up / spin down) = 0.024 / 0.024 Ha
Orbital gap (spin up / spin down) = 8.808 / 8.847 eV
Maximum force = 2.9 eV/Å

XYZ file:
```
65
C16H34CoF6N2O6 (the ωB97M-V functional and the def2-TZVPD basis)
Co 2.07566 31.00930 -22.51235
C 3.68182 31.00555 -19.67449
O 3.12373 29.69396 -19.39668
O 3.29027 31.38428 -20.90686
C 3.51241 32.10381 -18.60405
F 3.90283 31.72897 -17.38153
F 4.26302 33.15854 -18.92734
F 2.21468 32.46973 -18.53369
C 2.45800 29.49372 -18.14522
C 1.91646 28.05391 -18.27175
H 2.79059 27.42358 -18.45830
H 1.47703 27.69757 -17.34020
H 1.27289 27.94923 -19.14161
H 1.59160 30.13098 -17.95385
H 3.14390 29.56417 -17.30275
H 4.75660 30.78796 -19.76935
C 0.39853 31.07621 -25.38410
O 1.14518 30.15255 -26.23147
O 0.74209 30.91034 -24.12588
C 0.33803 32.54995 -25.84855
F 0.03502 32.67839 -27.14718
F -0.64635 33.17625 -25.17975
F 1.45763 33.26408 -25.60370
C 1.55721 30.48917 -27.54371
C 2.76219 29.62924 -27.90328
H 3.25208 29.38083 -26.96200
H 2.48177 28.72288 -28.44324
H 3.45457 30.17309 -28.54642
H 1.95831 31.50737 -27.54873
H 0.79551 30.44183 -28.32529
H -0.63243 30.72344 -25.53872
C 4.02096 27.16602 -22.63193
C 3.73396 28.65260 -22.78339
C 3.96646 29.31799 -24.12808
O 3.75348 30.69731 -23.90705
C 4.35673 31.53607 -24.87729
N 2.31219 28.92271 -22.45055
H 4.17057 26.89148 -21.58587
H 4.92372 26.77262 -23.10880
H 3.19195 26.57149 -23.03118
H 4.27741 29.15012 -21.97417
H 3.33729 28.81560 -24.87828
H 4.96355 29.16425 -24.55942
H 5.41472 31.61707 -24.61272
H 3.96810 32.54647 -24.74432
H 4.17476 31.25024 -25.91153
H 2.03213 28.21978 -21.76053
H 1.75694 28.49006 -23.20627
C 0.46271 35.15076 -22.05552
C 0.93912 33.74839 -21.73756
C -0.19380 32.73608 -21.59464
O 0.35864 31.46949 -21.31401
C -0.30339 30.66362 -20.37419
N 1.91975 33.22262 -22.72071
H 0.13446 35.66481 -21.14766
H -0.36482 35.17190 -22.76666
H 1.29127 35.77172 -22.40079
H 1.39831 33.72685 -20.74366
H -0.74029 32.64366 -22.54105
H -0.84460 33.08976 -20.79069
H -1.34367 30.54728 -20.69889
H -0.23416 31.05545 -19.35317
H 0.16909 29.68227 -20.33403
H 2.76535 33.77124 -22.57601
H 1.54645 33.53632 -23.61765
```

Results of the Mulliken charge analysis, in e, for atoms 1 through 8: number 1, Co, carries 1.667; number 2, C, carries -0.329; number 3, O, carries -0.167; number 4, O, carries -0.647; number 5, C, carries 0.626; number 6, F, carries -0.291; number 7, F, carries -0.273; number 8, F, carries -0.230


[2]
Below is C22H64BClF8INO25P as an isolated structure at a distorted geometry, with properties calculated with the ωB97M-V functional and the def2-TZVPD basis.

Calculated values
Total charge = +1
Electronic energy = -128832.95479 eV
Energy relative to the best compared isomer or geometry (same formula, charge and spin) = 1893.1 kJ/mol
Spin multiplicity = 1
Lowest unoccupied orbital energy = -0.141 Ha
Orbital gap = 6.943 eV
Maximum force = 10.1 eV/Å

XYZ file:
```
124
C22H64BClF8INO25P (the ωB97M-V functional and the def2-TZVPD basis)
C 2.48492 -0.96758 3.65692
C 1.72119 -0.74058 2.48918
C 0.58596 -0.57987 1.26731
C 0.68724 1.07900 1.07120
C 2.08589 1.75705 1.57772
O 2.07450 3.13767 0.97590
C 3.36693 3.75320 1.32357
O 4.33686 3.95718 0.41687
C 1.06753 -1.09793 -0.25103
I 1.59440 -3.25698 -0.50166
C 2.39693 -0.47069 -0.94643
C 3.84138 -0.95243 -0.29648
C 4.80448 -1.76512 -1.39026
C 5.88995 -2.77471 -0.70413
F 5.50474 -3.34299 0.60560
F 7.27266 -2.22546 -0.59270
C 6.01951 -4.08171 -1.74012
F 7.06612 -5.05804 -1.28368
F 4.69220 -4.79775 -1.64804
F 6.18737 -3.63083 -3.14042
C -0.40441 -1.03310 -0.96323
Cl -0.70136 -2.85818 -1.41366
C -0.63858 -0.44008 -2.44843
C -0.04622 0.99330 -2.86233
O -1.06080 2.08987 -3.01958
C -1.58778 2.11670 -4.39311
O -2.46922 3.09630 -4.70400
C -1.53543 -0.74346 0.25040
C -2.49653 0.56665 0.11534
C -4.10073 0.33441 0.02863
O -4.61018 -1.02660 0.08538
C -4.77793 1.02872 -1.33476
F -6.21565 0.57945 -1.31867
F -4.19449 0.52451 -2.59879
F -4.69691 2.49489 -1.14354
N -0.84953 -1.06408 1.59910
B -1.01806 -2.50816 2.13495
O -2.36596 -3.17823 2.24070
O 0.06463 -3.39070 2.60812
C -0.34310 -4.80697 2.63967
P -1.49175 -0.27382 3.10784
C -3.37153 -0.33539 3.25551
O -0.89882 -1.21434 4.49460
H 2.82367 -1.10299 4.78571
H 0.57020 1.40158 -0.07283
H -0.16432 1.67523 1.60846
H 3.06848 1.27865 1.16229
H 2.12588 1.98318 2.74997
H 3.53343 4.03001 2.46012
H 2.41636 -0.87507 -2.07025
H 2.45002 0.69216 -1.02900
H 4.46244 0.04219 -0.06429
H 3.74911 -1.49511 0.73562
H 5.41941 -0.93202 -1.98190
H 4.10814 -2.35146 -2.14214
H -0.22812 -1.24288 -3.23183
H -1.81671 -0.42160 -2.64230
H 0.40872 0.88073 -3.96256
H 0.81035 1.45169 -2.22245
H -1.36567 1.33791 -5.24227
H -2.15098 -1.75660 0.10594
H -2.32682 1.39531 0.96097
H -2.22026 1.17186 -0.87924
H -4.60952 0.92666 0.93245
H -4.29744 -1.54190 -0.71907
H -2.55896 -3.66579 1.36378
H -1.04185 -5.01695 3.55854
H 0.64567 -5.44844 2.82617
H -0.78613 -5.19074 1.61321
H -3.64311 -0.58463 4.39094
H -3.80318 0.74764 3.06665
H -3.93344 -1.12575 2.60240
H -0.67690 -0.52106 5.20075
O 6.36582 6.15905 0.96245
H 5.93836 6.51707 1.75497
H 5.66333 5.65498 0.52497
O -0.76864 -0.84307 -5.28789
H -0.65762 -0.92864 -6.24672
H -1.72721 -0.89847 -5.15729
O -8.43675 1.71454 -2.85534
H -8.90244 1.89882 -2.02578
H -7.50624 1.65122 -2.59243
O 0.21146 -6.58067 -1.41283
H 1.16862 -6.72287 -1.46411
H 0.11055 -5.62357 -1.52573
O -6.38053 -2.27389 -1.61056
H -6.43332 -1.37175 -1.26078
H -6.96442 -2.25977 -2.38377
O -2.41477 2.44042 3.86024
H -2.70148 2.91186 4.65682
H -1.91617 3.10500 3.36153
O -8.42198 2.35792 0.24939
H -8.81472 3.12771 0.68778
H -7.49650 2.61179 0.11514
O -10.75405 0.35074 -0.73685
H -9.92641 0.83979 -0.61509
H -10.77429 0.15739 -1.68616
O 6.37079 6.49805 3.93626
H 7.01462 5.78487 4.06220
H 6.64840 7.17836 4.56801
O 8.23735 5.07955 -1.58312
H 7.75122 5.31229 -0.77782
H 8.42372 4.13432 -1.47918
O -1.38826 4.71390 4.49353
H -1.78100 5.48369 4.93192
H -0.46278 4.96777 4.35929
O -2.97502 -5.49170 0.90072
H -2.88264 -6.41322 1.18578
H -3.90259 -5.42251 0.62904
O -1.04012 -5.70295 -4.39872
H -0.79602 -5.00472 -3.77272
H -0.73843 -6.51786 -3.96989
O 8.88268 -4.76072 -4.54178
H 8.21606 -4.28461 -4.02415
H 9.26032 -5.39310 -3.91212
O 8.86334 8.60325 1.10371
H 8.18070 8.85153 0.46234
H 8.65158 7.68444 1.32718
O 1.04921 3.75162 5.90020
H 1.96006 3.79130 6.22848
H 0.50992 3.94287 6.68223
O -5.96614 -1.76674 -4.59714
H -5.72204 -1.06851 -3.97113
H -5.66444 -2.58165 -4.16831
```

Results of the Mulliken charge analysis, in e, for atoms 1 through 8: number 1, C, carries -1.322; number 2, C, carries -0.945; number 3, C, carries 2.924; number 4, C, carries -0.219; number 5, C, carries -0.358; number 6, O, carries -0.324; number 7, C, carries 0.220; number 8, O, carries -0.540


[3]
Below is Cl2I2Mg as an isolated structure at a distorted geometry, with properties calculated with the ωB97M-V functional and the def2-TZVPD basis.

Calculated values
Total charge = -2
Electronic energy = -46693.42680 eV
Spin multiplicity = 1
Lowest unoccupied orbital energy = 0.045 Ha
Orbital gap = 4.397 eV
Maximum force = 1.2 eV/Å

XYZ file:
```
5
Cl2I2Mg (the ωB97M-V functional and the def2-TZVPD basis)
Mg 0.17092 -0.00157 0.12218
Cl 1.26448 -0.87889 3.58104
Cl -1.76228 -3.13966 -1.21446
I -3.05348 3.08177 0.26106
I 3.38036 0.93835 -2.74982
```

Charge distribution, Mulliken scheme, values in e: number 1, Mg, carries 1.104; number 2, Cl, carries -0.781; number 3, Cl, carries -0.801; number 4, I, carries -0.764; number 5, I, carries -0.759


Q: Look up the maximum force of the first one.
A: 2.9 eV/Å